C33H44N2O2ReS | ωB97M-V with the def2-TZVPD basis set

Last column: Löwdin charge in e.
Geometry (Å):
1 Re 2.218 0.527 0.777  1.45
2 C -5.159 1.476 2.738  -0.05
3 C -4.399 0.686 1.670  -0.55
4 C -4.967 1.051 0.290  -0.03
5 C -4.598 -0.811 1.934  -0.03
6 C -2.898 1.006 1.673  -0.11
7 C -2.063 0.379 0.797  0.06
8 C -0.685 0.678 0.838  -0.14
9 N 0.318 0.133 0.081  0.02
10 C 0.250 -0.553 -1.082  -0.12
11 C -0.895 -0.812 -1.871  0.07
12 C -0.753 -1.614 -2.958  -0.11
13 C 0.551 -2.156 -3.243  0.11
14 C 1.728 -1.879 -2.578  -0.06
15 C 1.564 -1.001 -1.515  -0.16
16 O 2.580 -0.510 -0.786  -0.21
17 C 3.032 -2.530 -3.074  -0.53
18 C 4.268 -2.158 -2.249  -0.05
19 C 2.851 -4.054 -3.002  -0.03
20 C 3.270 -2.106 -4.529  -0.03
21 C -1.905 -1.975 -3.887  -0.55
22 C -2.096 -3.501 -3.849  -0.02
23 C -1.549 -1.531 -5.316  -0.02
24 C -3.203 -1.295 -3.464  -0.05
25 C -0.165 1.620 1.790  -0.19
26 O 1.193 1.777 1.779  -0.23
27 C -0.988 2.267 2.695  -0.07
28 C -2.330 1.939 2.590  0.11
29 C -0.449 3.258 3.736  -0.53
30 C 0.265 4.414 3.021  -0.03
31 C 0.514 2.533 4.686  -0.03
32 C -1.587 3.849 4.572  -0.05
33 H -6.216 1.211 2.690  0.10
34 H -5.090 2.556 2.582  0.10
35 H -4.813 1.244 3.748  0.10
36 H -6.042 0.865 0.275  0.10
37 H -4.517 0.448 -0.504  0.07
38 H -4.804 2.105 0.053  0.10
39 H -5.664 -1.042 1.935  0.10
40 H -4.191 -1.106 2.903  0.10
41 H -4.130 -1.430 1.164  0.08
42 H -2.450 -0.384 0.144  0.11
43 H -1.843 -0.360 -1.646  0.10
44 H 0.616 -2.825 -4.092  0.12
45 H 4.176 -2.450 -1.202  0.09
46 H 4.501 -1.094 -2.300  0.09
47 H 5.117 -2.701 -2.666  0.10
48 H 2.652 -4.386 -1.981  0.10
49 H 3.765 -4.543 -3.343  0.10
50 H 2.038 -4.407 -3.640  0.09
51 H 3.380 -1.023 -4.617  0.10
52 H 2.461 -2.421 -5.192  0.08
53 H 4.187 -2.568 -4.898  0.10
54 H -1.216 -4.038 -4.209  0.08
55 H -2.930 -3.776 -4.496  0.10
56 H -2.322 -3.850 -2.839  0.10
57 H -0.661 -2.037 -5.700  0.08
58 H -1.381 -0.453 -5.371  0.10
59 H -2.375 -1.775 -5.986  0.10
60 H -3.530 -1.619 -2.470  0.09
61 H -3.994 -1.563 -4.164  0.10
62 H -3.119 -0.205 -3.473  0.10
63 H -3.006 2.411 3.286  0.10
64 H 1.128 4.080 2.444  0.07
65 H 0.623 5.129 3.764  0.10
66 H -0.415 4.944 2.352  0.10
67 H 1.401 2.155 4.176  0.07
68 H 0.018 1.697 5.185  0.10
69 H 0.848 3.228 5.459  0.10
70 H -2.314 4.390 3.962  0.10
71 H -1.166 4.562 5.281  0.10
72 H -2.113 3.088 5.155  0.10
73 S 2.770 -0.964 2.422  0.77
74 C 4.290 -0.026 2.459  -0.65
75 C 5.411 -0.158 3.240  -0.03
76 C 6.438 0.753 3.013  0.00
77 C 6.316 1.740 2.039  -0.01
78 C 5.158 1.805 1.298  -0.07
79 N 4.167 0.924 1.521  -0.16
80 H 5.481 -0.932 3.991  0.13
81 H 7.343 0.692 3.604  0.13
82 H 7.108 2.451 1.855  0.13
83 H 5.000 2.547 0.528  0.13

2S+1	2
Kohn-Sham gap (spin up / spin down)	5.5 / 5.5	eV
charge	+2
LUMO energy (spin up / spin down)	-0.322 / -0.323	Ha
molar mass	719.001	g mol⁻¹